Formula: CH2O3Sn
Source: the Open Molecules 2025 dataset
Level of theory: ωB97M-V/def2-TZVPD

Element x y z (Å)
Sn (-0.600, 1.162, -2.566)
O (-1.392, 0.562, -0.908)
O (0.287, -0.911, 2.257)
O (0.739, 0.506, -1.335)
C (-0.210, 0.265, -0.507)
H (1.154, -1.319, 2.327)
H (0.021, -0.265, 0.733)

Calculated values
- HOMO-LUMO gap: 4.080 eV
- E_LUMO: -2.835 eV
- Relative energy (zero: lowest compared OMol25 entry of this formula, charge and spin): 18.16 kJ/mol